No. 1
The following is a quantum chemistry calculation of a molecular structure, H6N4O2S2 in a non-equilibrium geometry, from the OMol25 dataset.

Positions of all 14 atoms, in Å:
S: 1.1632 -0.5050 -0.0887
H: -0.3802 1.6721 1.0048
N: 0.3550 1.8333 0.2644
H: -2.4363 0.2414 -0.7821
N: 0.4579 -0.4174 -1.4184
H: -2.1807 -2.0259 1.1343
H: -0.0564 1.3232 -0.6265
O: 2.3486 -1.3512 0.0501
O: 0.0245 -0.8747 0.9548
S: -1.4826 -1.4973 0.0549
H: 2.1542 1.2699 1.2633
H: 1.0511 -0.3492 -2.2386
N: 1.4822 1.0800 0.4186
N: -2.5005 -0.3991 0.0091

Output
**Gap between HOMO and LUMO**: 9.429 eV
**E**: -31818.0184 eV
**Lowest unoccupied orbital energy**: 0.191 eV
**E_HOMO**: -9.24 eV
**Relative energy (zero: lowest compared OMol25 entry of this formula, charge and spin)**: 0.0 kcal per mole

---

No. 2
The following is a quantum chemistry calculation of a molecular structure, C6H10OS in a non-equilibrium geometry, from the OMol25 dataset.

Positions of all 18 atoms, in Å:
C: -0.2077 -0.3458 0.9080
H: -0.7023 0.7127 -1.9810
C: -0.8852 0.8971 -0.9048
S: -1.8149 -0.3622 0.0011
H: 1.5614 1.8174 1.4737
H: -1.3450 1.8983 -0.8862
C: 1.4924 0.0026 -0.6807
H: -0.2098 -0.0881 1.9883
H: 1.3110 2.6677 -0.0560
C: 0.3474 0.7504 -0.0285
H: 0.0795 -2.4944 0.6323
H: 1.6615 0.3067 -1.7129
C: 0.6527 -1.5814 0.6317
H: 1.4576 -1.6405 1.3834
O: 1.2010 -1.3490 -0.6639
C: 0.8044 2.0514 0.6568
H: 2.4611 0.1779 -0.1192
H: -0.0678 2.5843 1.0756

Output
**Gap between HOMO and LUMO**: 9.518 eV
**E**: -19266.0526 eV
**Lowest unoccupied orbital energy**: 0.842 eV
**E_HOMO**: -8.68 eV
**Relative energy (zero: lowest compared OMol25 entry of this formula, charge and spin)**: 22.5 kcal per mole

---

No. 3
The following is a quantum chemistry calculation of a single C3H5NO2 molecule in a non-equilibrium geometry, from the OMol25 dataset.

Positions of all 11 atoms, in Å:
H: -1.1490 -0.3521 -1.9110
C: 0.8880 0.7907 -0.8668
H: -0.4798 -1.0112 1.6295
H: 0.0375 0.6994 1.8607
H: 1.7441 1.1659 -0.3020
O: 0.6700 1.1063 -2.0279
H: 1.2463 -0.5255 1.4535
N: 0.0097 -0.0119 -0.1547
O: -2.0254 -1.1070 -0.1538
C: -1.1336 -0.5499 -0.7917
C: 0.1923 -0.2048 1.2642

Output
**Gap between HOMO and LUMO**: 10.898 eV
**E**: -8777.0185 eV
**Lowest unoccupied orbital energy**: 0.582 eV
**E_HOMO**: -10.32 eV
**Relative energy (zero: lowest compared OMol25 entry of this formula, charge and spin)**: 15.6 kcal per mole

---

No. 4
The following is a quantum chemistry calculation of a molecular structure, C5H11N2O6PS in a non-equilibrium geometry, from the OMol25 dataset.

Positions of all 26 atoms, in Å:
H: 2.2778 0.5154 2.7938
H: -0.7320 2.7731 -1.3809
H: -1.6263 -1.6641 2.5758
O: 0.4811 -1.6969 2.4308
N: -0.0312 2.3694 -1.9341
N: 2.1632 -0.0170 2.0329
H: -1.5714 -1.7365 0.8410
C: -1.7022 -1.1071 1.6220
O: 2.5984 -2.2907 0.9152
H: -0.9267 -0.9011 -1.3231
S: 0.0824 -0.3489 1.7934
H: -0.0785 2.9771 -2.7438
C: -0.6448 0.1299 -1.0110
C: 0.3734 0.0133 0.0494
O: -0.2246 0.8123 2.6801
H: 0.9130 0.9183 0.0619
H: 0.7653 0.5558 -2.5553
H: -2.3981 -0.2785 1.5353
C: -0.2510 0.9523 -2.2339
C: -1.2629 0.7281 -3.4631
H: 1.0600 -0.7919 -0.0054
P: 2.3955 -1.6248 2.2169
O: -1.5943 -0.4502 -3.7351
O: 3.0667 -2.1399 3.4162
O: -1.5545 1.8487 -4.0036
H: -1.5785 0.4540 -0.5752

Output
**Gap between HOMO and LUMO**: 7.472 eV
**E**: -40753.5645 eV
**Lowest unoccupied orbital energy**: 5.371 eV
**E_HOMO**: -2.10 eV
**Relative energy (zero: lowest compared OMol25 entry of this formula, charge and spin)**: 0.0 kcal per mole
**Total charge**: -2

---

No. 5
The following is a quantum chemistry calculation of a gas-phase ion, C2H2NO4P (charge -2) in a non-equilibrium geometry, from the OMol25 dataset.

Positions of all 10 atoms, in Å:
C: -1.0634 1.0767 0.1251
O: -1.9351 -1.4254 -0.8708
O: 0.4431 -0.8967 -0.7286
H: 2.3410 -0.3933 -0.6751
P: -0.9887 -0.7078 0.0555
H: 1.5116 0.0168 0.9384
O: -0.9404 -1.1252 1.4988
C: 1.3706 0.0817 -0.1267
O: -1.7795 2.0209 0.2086
N: 1.0408 1.3523 -0.4252

Output
**Gap between HOMO and LUMO (spin up / spin down)**: 5.264 / 4.945 eV
**E**: -21072.3837 eV
**Lowest unoccupied orbital energy (spin up / spin down)**: 6.985 / 7.000 eV
**E_HOMO (spin up / spin down)**: 1.72 / 2.06 eV
**Relative energy (zero: lowest compared OMol25 entry of this formula, charge and spin)**: 100.5 kcal per mole
**Total charge**: -2

---

No. 6
The following is a quantum chemistry calculation of a molecular structure, C52H56N6O26S2 in a non-equilibrium geometry, from the OMol25 dataset.

Positions of all 142 atoms, in Å:
H: 8.8276 9.9844 7.5796
C: 0.5008 -7.4941 -3.1724
O: 5.7691 7.6953 4.7947
H: 0.1331 -8.8235 -4.8371
H: 3.3092 -1.7661 5.9732
H: -0.8283 8.1044 7.2540
O: 4.6786 7.6137 -5.7715
H: 10.6266 8.3633 8.2220
H: 0.2646 5.4206 -11.0240
H: -5.6848 -4.4273 -8.6502
C: -0.6822 0.8617 0.9395
S: -9.1360 -4.1142 -8.3018
H: -2.8486 9.3893 8.0049
H: 1.0165 -6.7115 -3.7089
C: -0.5833 -9.6053 -2.9615
C: -1.7163 4.3830 -11.3827
O: 4.6124 -1.8514 3.7246
C: -0.3219 4.5539 -10.7188
C: -4.8992 -7.2026 8.9357
H: -0.1275 5.4558 -8.6776
O: -4.0184 7.8303 7.3758
C: -7.0841 -6.8135 8.0826
C: -2.3353 -0.5346 2.1085
H: -2.0677 3.3532 -11.4468
H: 7.5545 -1.1148 6.2923
O: -4.3956 6.8519 5.0101
O: 6.6121 -2.5895 4.2164
H: 8.6747 5.3185 6.0863
C: 0.2448 -7.2344 -1.8522
C: 9.8381 6.7676 7.1060
C: -2.7801 -1.0648 0.9242
H: -6.6173 -8.6578 9.0775
O: -1.9057 -8.4756 0.7597
C: -0.6888 4.6981 -9.2243
H: 7.1661 -0.2586 8.4894
O: -5.0458 -5.0817 10.3044
H: -1.6729 4.8478 -12.3676
C: 7.7634 8.5180 6.4436
H: -0.7325 3.7838 -8.6325
O: 6.6717 5.6786 4.6288
H: 4.7065 9.0839 -7.8765
C: 8.3411 -2.4673 -4.3876
H: -4.4220 -7.7778 9.7291
H: -10.5991 -8.3594 1.1519
H: -8.1182 -7.1534 8.1395
H: 6.1615 -0.0051 -3.8039
C: 4.8332 11.1802 -7.8884
O: 9.7413 0.0971 -0.6249
C: 4.1853 -1.4191 6.5009
H: -10.6040 -7.5390 -0.2642
H: -6.8773 -6.3553 7.1155
C: 6.3536 -0.6500 7.8952
O: -0.4185 -6.9839 0.8968
C: 4.5370 12.3161 -5.7934
H: -10.0551 -9.4484 -1.7244
O: -10.0733 -4.5904 -9.2520
H: -1.5470 6.6077 7.9790
N: 6.6249 6.8892 5.0344
H: -2.8798 8.1355 9.1522
C: 4.1201 11.0865 -5.2258
C: 6.5305 -1.1893 6.6273
H: 0.2474 3.6260 -10.7725
H: 2.9978 -0.7174 8.0430
O: -8.4179 -2.6842 -8.7675
O: -2.1220 7.0810 6.1243
O: -9.5379 -4.1476 -6.8569
O: -4.2727 -2.5486 1.8226
C: -5.5711 -5.8726 9.4761
H: -12.9898 -8.4829 0.6513
C: -6.1428 -7.9242 8.4257
C: 9.0724 -1.0676 -2.5313
N: -1.0083 -7.8766 0.2795
O: 11.2391 -1.0617 -1.6300
H: -2.8054 -0.7947 3.0454
C: -2.0750 5.1651 -9.3625
C: -0.9745 -9.3840 -1.6318
C: -12.3494 -8.8095 -0.1681
C: 7.9550 -0.2727 -2.6759
C: 7.0690 -0.5814 -3.6998
C: -10.9028 -8.5156 0.1167
C: 7.7228 7.2622 5.9259
O: -2.7960 5.6288 -8.4780
C: 4.1820 9.9180 -5.9618
H: 8.4250 -3.3541 -4.9982
O: -3.7004 5.2883 6.8340
S: -3.6413 6.6174 6.2172
C: 9.8190 8.0602 7.5722
H: 4.0049 10.9975 -4.1557
N: -3.8823 -1.9941 0.8349
C: 4.5582 9.9713 -7.2792
C: -0.5692 -8.1577 -1.0956
H: -1.0879 0.8834 3.0880
H: -12.7210 -8.5330 -1.1547
H: -6.6256 -3.6842 -7.3795
H: -2.5643 -0.9400 -1.2194
C: 8.7425 8.9361 7.3341
C: -2.8673 8.3017 8.0750
C: 9.2705 -2.1508 -3.3724
N: 10.0557 -0.7310 -1.4689
O: -6.8483 -5.8538 9.0309
H: 4.9196 13.2773 -7.6296
C: -10.2381 -9.6526 -0.6695
C: 7.2550 -1.6555 -4.5799
C: -7.1363 -2.8747 -9.2772
C: 5.4019 -1.5590 5.8632
O: -13.3823 -11.0733 -0.0999
C: -1.7334 7.5167 7.4071
H: -0.6659 0.7542 -1.1725
C: -1.0968 0.2934 -0.2959
H: -0.0592 1.7365 1.0529
N: 4.0403 8.5663 -5.3028
O: -2.6645 4.8861 -10.5251
O: 3.3875 8.4510 -4.2817
H: 0.3523 -6.2111 -1.5239
H: 10.1299 -2.7999 -3.4523
H: 5.1133 11.2442 -8.9294
H: 10.6422 6.0936 7.3618
C: 4.0280 -0.8875 7.7671
C: -12.3919 -10.3367 -0.1360
N: 5.5086 -2.0570 4.5109
H: 6.6080 -1.9010 -5.4091
O: -7.7217 -4.9165 -8.4309
C: 0.1166 -8.6808 -3.7667
H: 7.0939 9.3012 6.1202
H: -0.8645 -10.5555 -3.3909
C: 5.1211 -0.4326 8.4574
C: -2.1440 -0.6523 -0.2670
H: 7.7565 0.5895 -2.0566
C: 8.7297 6.3670 6.3394
C: -1.3329 0.4175 2.1449
H: -1.5696 -10.1310 -1.1275
C: 4.8062 12.3390 -7.1069
O: -11.0958 -10.7860 -0.3457
H: 4.9809 -0.0546 9.4593
H: -7.2198 -3.0391 -10.3515
O: -4.2912 -2.3196 -0.2596
C: -6.6718 -4.0309 -8.4119
H: -6.5182 -2.0078 -9.0439
H: -4.2071 -6.9117 8.1455
H: -9.2277 -9.7641 -0.2761
H: -5.8668 -8.5177 7.5542
H: 4.5878 13.2680 -5.2858

Output
**Gap between HOMO and LUMO**: 9.115 eV
**E**: -138654.4265 eV
**Lowest unoccupied orbital energy**: -0.754 eV
**E_HOMO**: -9.87 eV
**Relative energy (zero: lowest compared OMol25 entry of this formula, charge and spin)**: 152.8 kcal per mole